Entry 1:
DFT (the ωB97M-V functional and the def2-TZVPD basis) results for a molecular structure, C3H9O3PS.

HOMO level in Ha: -0.3474
Spin multiplicity: 1
HOMO-LUMO gap in eV: 9.4
Total charge: 0
Total energy in eV: -29523.4241

Last column: Löwdin charge in e.
Element x y z (Å)
S: 0.45691 -0.80889 -3.42912  0.347
P: 1.76738 -1.10356 -2.05488  0.312
O: 3.20479 -0.45897 -2.11666  -0.170
O: 2.22019 -2.56569 -1.61875  -0.127
O: 1.12409 -0.25786 -0.13164  -0.257
C: -0.04383 0.49631 -0.22698  -0.604
C: -0.09018 1.61907 0.92010  -0.034
C: -1.26457 -0.34732 -0.11334  -0.103
H: 3.74898 -0.77981 -1.38440  0.094
H: 0.82358 2.09045 0.55394  0.073
H: -0.11581 1.06815 -1.26464  0.128
H: -1.31776 -1.25998 -0.71971  0.069
H: -0.15454 1.19039 1.92981  0.081
H: -0.97138 2.16664 0.69152  0.056
H: 1.55752 -3.09494 -1.36797  0.011
H: -1.45836 -0.53680 0.91099  0.068
H: -2.07637 0.10880 -0.57491  0.055

Forces on atoms 1 to 6 (eV/Å):
S 1.01 -0.17 0.83
P -1.61 1.66 2.67
O -0.30 0.28 -0.29
O 3.53 3.37 -1.33
O 1.76 -1.52 -3.09
C -0.74 1.23 -1.19

Entry 2:
DFT (the ωB97M-V functional and the def2-TZVPD basis) results for a molecular structure, C4H4LiNdO5.

HOMO level (spin up / spin down) in Ha: -0.7221 / -0.7356
Spin multiplicity: 5
HOMO-LUMO gap (spin up / spin down) in eV: 6.2 / 7.4
Expectation value of S²: 6.130
Total charge: +3
Total energy in eV: -29899.0459

Last column: Löwdin spin population.
Element x y z (Å)
Nd: -0.90008 -0.63271 1.46766  3.280
O: 0.03963 0.67431 -3.24914  -0.011
O: 1.23890 1.78319 -4.65901  -0.001
O: -1.63629 -1.27958 3.61489  0.151
O: 0.31912 -0.26512 3.69194  0.164
O: 0.08932 2.93271 -3.17314  0.000
C: -0.38861 0.91792 -0.84289  -0.154
C: 0.45797 1.80578 -3.64663  -0.001
C: -0.66584 -0.83811 4.22393  0.594
C: -0.78017 0.55898 -2.05328  -0.019
Li: 2.03944 0.25523 4.18928  0.011
H: -1.67990 0.01445 -2.34121  -0.003
H: 0.12662 1.87079 -0.67320  -0.011
H: 1.24428 2.62027 -5.15201  0.000
H: 0.18160 3.01802 -2.17604  0.000

Forces on atoms 1 to 6 (eV/Å):
Nd -0.24 0.65 -0.90
O -0.49 0.15 0.97
O -0.71 -0.64 0.02
O -0.09 0.16 -0.56
O 0.64 0.39 -1.22
O 0.22 1.17 1.91

Entry 3:
DFT (the ωB97M-V functional and the def2-TZVPD basis) results for a single C5H8ClNS molecule.

HOMO level in Ha: -0.2880
Spin multiplicity: 1
HOMO-LUMO gap in eV: 8.4
SMILES: S=CN1CC[C@H]1CCl
Total charge: 0
Total energy in eV: -30160.5195

Last column: Löwdin charge in e.
Element x y z (Å)
Cl: -0.27879 -2.62420 1.08032  0.496
S: 1.29181 -2.52112 -1.46555  0.543
N: 0.30306 -0.08978 -0.83081  -0.151
C: -0.53930 1.17344 -0.85180  -0.112
C: 0.01823 1.48256 0.57724  -0.103
C: 0.54303 0.03227 0.57538  -0.382
C: -0.34597 -0.84655 1.45223  -0.485
C: 0.49136 -1.10444 -1.77950  -0.634
H: -0.23766 1.99689 -1.66587  0.142
H: 0.78920 2.34047 0.69515  0.144
H: -1.37265 -0.60404 1.30739  0.061
H: 1.54429 -0.14110 0.89427  0.132
H: -0.74668 1.63339 1.28843  0.079
H: -0.02153 -0.85437 2.48229  0.069
H: 0.25040 -0.79599 -2.79054  0.058
H: -1.68883 0.92258 -0.96863  0.143

Forces on atoms 1 to 6 (eV/Å):
Cl -0.40 0.35 0.60
S -0.19 1.09 -1.09
N -1.15 -0.08 -2.63
C -0.13 0.77 -2.07
C 1.00 0.63 -0.77
C -0.16 -0.79 1.25

Entry 4:
DFT (the ωB97M-V functional and the def2-TZVPD basis) results for a single C9H18N2O3 molecule.

HOMO level in Ha: -0.3638
Spin multiplicity: 1
HOMO-LUMO gap in eV: 10.3
SMILES: CC[C@H](C)[C@H](NC(=O)[C@H](C)N)C(=O)O
Total charge: 0
Total energy in eV: -18742.2523

Last column: Löwdin charge in e.
Element x y z (Å)
O: 2.75290 2.58206 0.53494  0.099
O: 0.80950 3.07073 -0.78243  0.008
O: -1.59191 1.05028 1.78593  0.027
N: -2.67943 0.33886 -1.55781  0.002
N: -0.49964 0.98311 -0.24457  0.073
C: 0.89260 -1.21237 1.33074  -0.081
C: 2.93526 -1.87200 -0.84173  -0.133
C: 1.61169 2.35372 0.14293  -0.390
C: -1.56940 0.90201 0.54559  -0.496
C: 0.84439 1.07693 0.54503  -0.160
C: 1.66060 -0.13401 0.59802  -0.370
C: -2.91856 0.64359 -0.16598  -0.399
C: 2.13402 -0.64240 -0.78060  -0.318
C: -2.97970 -0.68455 0.36867  -0.115
H: 2.63714 0.22662 -1.21630  0.115
H: -0.76080 0.56771 -1.24016  0.184
H: 1.72824 -1.90559 1.55313  0.048
H: -0.08044 -1.83021 1.03544  0.118
H: -2.50484 1.24834 -2.12829  0.139
H: 1.26332 -0.65922 -1.39363  0.088
H: -3.71792 -0.44203 1.42804  0.177
H: -0.07107 2.42540 -0.87723  0.133
H: -3.45839 -0.22904 -1.83943  0.069
H: -3.69490 -1.49100 -0.27500  0.136
H: 4.12251 -1.51193 -0.65996  0.132
H: -1.99177 -1.31277 0.64513  0.112
H: 2.59524 0.01522 1.05646  0.137
H: 0.70223 -0.91977 2.44186  0.119
H: -3.60796 1.35268 -0.02759  0.110
H: 2.62368 -2.43792 0.25541  0.101
H: 0.25100 1.11412 1.58802  0.179
H: 2.56238 -2.66659 -1.82463  0.155

Forces on atoms 1 to 6 (eV/Å):
O -2.94 0.11 -1.28
O 0.08 -2.04 1.35
O 0.36 -0.09 -2.11
N 1.25 3.21 -1.99
N 1.69 -1.30 -1.93
C -0.13 -1.95 3.63